#i
Entry from OMol25: C5H8NOP as an isolated structure (the ωB97M-V functional and the def2-TZVPD basis).

XYZ file:
```
16
Properties=species:S:1:pos:R:3
C -0.028 -1.670 -1.040
C 0.988 -0.876 -0.689
C -1.803 -1.217 0.410
C -1.619 0.229 0.377
C 1.182 1.930 0.048
N -1.128 -2.006 -0.329
O 1.211 0.128 2.038
P 0.655 0.343 0.678
H 0.077 -2.456 -1.954
H 2.021 -0.947 -1.055
H -2.485 -1.777 1.157
H -1.469 0.645 -0.607
H -2.086 0.941 1.114
H 1.177 2.862 0.732
H 2.340 1.709 0.160
H 0.968 2.160 -1.040
```

Results
HOMO-LUMO gap (eV): 8.914
E_HOMO (eV): -8.91
LUMO energy (Eh): 0.0000
2S+1: 1



#ii
Entry from OMol25: one molecule with the formula C5H8NOP (the ωB97M-V functional and the def2-TZVPD basis).

XYZ file:
```
16
Properties=species:S:1:pos:R:3
C -1.250 1.327 0.736
C -1.527 0.038 0.992
C 1.051 1.390 0.127
C 2.093 1.202 -0.614
C -0.157 -1.428 -1.067
N 0.000 1.867 0.633
O -0.664 -2.494 1.359
P -0.267 -1.268 0.758
H -2.004 2.055 0.675
H -2.527 -0.302 1.296
H 0.895 -0.740 0.964
H 1.764 1.618 -1.574
H 3.030 0.931 -0.331
H -0.055 -0.477 -1.483
H 0.741 -1.935 -1.139
H -1.122 -1.783 -1.332
```

Results
HOMO-LUMO gap (eV): 9.628
E_HOMO (eV): -9.54
LUMO energy (Eh): 0.0033
2S+1: 1



It is #ii that is the least stable of them.



#i
Entry from OMol25: one molecule with the formula C2H2N4O2 (the ωB97M-V functional and the def2-TZVPD basis).

XYZ file:
```
10
Properties=species:S:1:pos:R:3
C -1.047 -0.318 0.118
C 1.206 -0.313 0.025
H -1.638 -1.769 -0.213
H 1.851 1.620 -0.333
N -1.296 0.911 0.415
N -0.218 1.749 0.044
N 0.942 1.060 -0.211
N 0.038 -1.016 -0.002
O -2.167 -0.958 -0.085
O 2.331 -0.966 0.242
```

Results
HOMO-LUMO gap (eV): 8.734
E_HOMO (eV): -10.57
LUMO energy (Eh): -0.0674
2S+1: 1



#ii
Entry from OMol25: one molecule with the formula C2H2N4O2 (the ωB97M-V functional and the def2-TZVPD basis).

XYZ file:
```
10
Properties=species:S:1:pos:R:3
C 1.784 -0.313 0.020
C -1.621 0.201 -0.053
H 1.652 -1.415 0.221
H -0.673 -1.461 0.531
N 0.584 0.308 -0.058
N 0.091 1.519 0.016
N -1.219 1.566 -0.021
N -0.593 -0.578 -0.076
O 2.695 0.401 -0.302
O -2.701 -0.228 -0.278
```

Results
HOMO-LUMO gap (eV): 9.257
E_HOMO (eV): -10.38
LUMO energy (Eh): -0.0414
2S+1: 1



#iii
Entry from OMol25: one molecule with the formula C2H2N4O2 (the ωB97M-V functional and the def2-TZVPD basis).

XYZ file:
```
10
Properties=species:S:1:pos:R:3
C -1.203 -0.058 -0.038
C 1.512 -0.185 0.078
H -2.670 -0.981 -0.026
H 1.327 1.921 -0.016
N -2.426 0.033 0.074
N -0.451 -1.295 0.008
N 0.758 -1.362 -0.015
N 0.849 1.006 0.279
O 2.737 -0.149 -0.100
O -0.433 1.069 -0.243
```

Results
HOMO-LUMO gap (eV): 8.280
E_HOMO (eV): -10.06
LUMO energy (Eh): -0.0653
2S+1: 1



#iv
Entry from OMol25: one molecule with the formula C2H2N4O2 (the ωB97M-V functional and the def2-TZVPD basis).

XYZ file:
```
10
Properties=species:S:1:pos:R:3
C -1.254 -0.314 -0.019
C 1.228 -0.391 0.014
H -2.440 -1.811 -0.178
H 1.868 1.581 0.011
N -2.355 -0.860 0.111
N -1.172 1.157 -0.068
N -0.064 1.653 -0.001
N 1.123 0.941 0.060
O 2.239 -1.011 0.005
O 0.011 -0.960 -0.069
```

Results
HOMO-LUMO gap (eV): 10.197
E_HOMO (eV): -10.60
LUMO energy (Eh): -0.0149
2S+1: 1



It is #iii that is the least stable of them.



#i
Entry from OMol25: C2H2N4O2 as an isolated structure (the ωB97M-V functional and the def2-TZVPD basis).

XYZ file:
```
10
Properties=species:S:1:pos:R:3
C -0.502 -0.411 0.110
C 1.855 -0.823 -0.115
H -2.139 1.001 0.000
H 2.647 -1.672 -0.198
N -1.721 -0.793 0.269
N 0.590 -1.302 -0.413
N 0.860 1.551 -0.258
N -0.215 0.920 -0.391
O -2.697 0.231 0.099
O 2.045 0.449 0.623
```

Results
HOMO-LUMO gap (eV): 8.444
E_HOMO (eV): -10.34
LUMO energy (Eh): -0.0696
2S+1: 1



#ii
Entry from OMol25: one molecule with the formula C2H2N4O2 (the ωB97M-V functional and the def2-TZVPD basis).

XYZ file:
```
10
Properties=species:S:1:pos:R:3
C -0.083 1.633 0.911
C 0.167 -0.515 -0.270
H -0.727 1.099 1.655
H 1.358 1.256 -0.496
N 0.703 0.755 0.181
N -0.966 -1.050 0.090
N -1.070 -2.267 -0.491
N -0.120 -2.522 -1.245
O -0.034 2.790 0.893
O 0.771 -1.178 -1.227
```

Results
HOMO-LUMO gap (eV): 11.005
E_HOMO (eV): -10.94
LUMO energy (Eh): 0.0025
2S+1: 1



It is #i that is the least stable of them.



#i
Entry from OMol25: C21H58AgN5O6 as an isolated structure (the ωB97M-V functional and the def2-TZVPD basis).

XYZ file:
```
91
Properties=species:S:1:pos:R:3
Ag 0.504 -0.173 0.586
C -2.766 -1.979 0.106
O -1.473 -1.514 -0.045
H -3.530 -1.289 -0.325
H -2.918 -2.965 -0.363
H -3.081 -2.082 1.170
C -4.521 2.489 2.290
C -4.054 1.610 1.145
C -3.835 2.376 -0.134
O -5.021 3.032 -0.490
C -4.936 3.679 -1.747
N -2.790 0.964 1.515
H -4.460 1.947 3.240
H -5.572 2.753 2.176
H -3.907 3.385 2.387
H -4.832 0.865 0.934
H -3.534 1.659 -0.917
H -2.988 3.078 -0.041
H -5.945 3.717 -2.149
H -4.282 3.135 -2.436
H -4.535 4.690 -1.617
H -2.999 0.361 2.311
H -2.498 0.274 0.810
C 0.019 2.393 -3.008
C -1.075 1.400 -2.635
C -1.749 0.793 -3.862
O -2.379 1.755 -4.698
C -1.626 2.157 -5.831
N -0.509 0.352 -1.786
H -0.337 3.293 -3.507
H 0.731 1.931 -3.707
H 0.578 2.649 -2.110
H -1.815 1.958 -2.060
H -2.554 0.137 -3.518
H -1.021 0.190 -4.419
H -1.103 1.308 -6.278
H -0.950 2.979 -5.592
H -2.342 2.514 -6.575
H -0.004 -0.319 -2.366
H -1.232 -0.272 -1.373
C -0.342 -1.423 3.317
C -0.328 -0.002 3.835
C 0.697 0.223 4.906
O 0.281 -0.438 6.072
C 1.279 -0.474 7.061
N -0.141 0.970 2.734
H -0.636 -2.095 4.124
H 0.637 -1.719 2.930
H -1.075 -1.527 2.509
H -1.294 0.175 4.339
H 0.763 1.308 5.109
H 1.694 -0.096 4.565
H 1.818 0.481 7.116
H 2.000 -1.281 6.888
H 0.797 -0.640 8.023
H -1.053 0.992 2.253
H -0.074 1.890 3.163
C 1.730 -4.168 1.133
C 1.839 -3.724 -0.308
C 1.278 -4.745 -1.267
O 1.602 -4.326 -2.578
C 1.122 -5.229 -3.556
N 1.201 -2.402 -0.456
H 2.101 -5.175 1.326
H 0.676 -4.169 1.441
H 2.232 -3.456 1.789
H 2.891 -3.577 -0.573
H 0.193 -4.882 -1.176
H 1.762 -5.719 -1.069
H 1.716 -6.149 -3.540
H 1.169 -4.731 -4.519
H 0.077 -5.495 -3.355
H 1.285 -2.176 -1.447
H 0.172 -2.470 -0.341
C 3.897 -0.154 1.101
C 3.532 1.244 0.631
C 4.694 1.880 -0.123
O 4.834 1.246 -1.370
C 5.826 1.834 -2.170
N 2.328 1.179 -0.204
H 4.336 -0.729 0.279
H 3.010 -0.723 1.390
H 4.591 -0.150 1.941
H 3.309 1.860 1.504
H 5.634 1.820 0.449
H 4.516 2.961 -0.262
H 5.664 2.913 -2.281
H 5.763 1.363 -3.150
H 6.829 1.670 -1.760
H 1.954 2.092 -0.427
H 2.559 0.716 -1.076
```

Results
HOMO-LUMO gap (eV): 7.938
E_HOMO (eV): -7.33
LUMO energy (Eh): 0.0223
2S+1: 1



#ii
Entry from OMol25: C21H58AgN5O6 as an isolated structure (the ωB97M-V functional and the def2-TZVPD basis).

XYZ file:
```
91
Properties=species:S:1:pos:R:3
Ag -0.639 -3.197 -1.922
C -1.220 -0.762 0.264
O -1.157 -0.997 -1.100
H -0.263 -0.384 0.671
H -1.943 0.033 0.514
H -1.476 -1.654 0.857
C -1.022 -4.481 2.098
C 0.045 -5.095 1.190
C -0.337 -6.438 0.634
O 0.774 -6.939 -0.072
C 0.575 -8.215 -0.613
N 0.395 -4.131 0.142
H -1.954 -4.284 1.562
H -0.673 -3.583 2.599
H -1.341 -5.208 2.854
H 0.904 -5.288 1.847
H -1.222 -6.381 -0.015
H -0.607 -7.089 1.474
H 0.093 -8.882 0.110
H 1.504 -8.661 -0.959
H -0.096 -8.225 -1.482
H 0.996 -3.379 0.487
H 0.946 -4.666 -0.531
C 2.219 -0.801 2.434
C 2.980 -1.070 1.152
C 4.206 -1.959 1.377
O 5.030 -1.891 0.248
C 6.143 -2.742 0.317
N 2.117 -1.747 0.165
H 2.942 -0.408 3.157
H 1.765 -1.675 2.907
H 1.463 -0.022 2.344
H 3.245 -0.085 0.748
H 3.828 -2.982 1.503
H 4.664 -1.715 2.342
H 6.614 -2.820 -0.659
H 5.862 -3.757 0.626
H 6.880 -2.408 1.054
H 2.561 -1.776 -0.746
H 1.283 -1.166 0.078
C -4.963 -0.410 -1.193
C -4.374 0.594 -2.171
C -3.917 1.885 -1.489
O -3.942 2.908 -2.458
C -3.833 4.232 -1.925
N -3.308 -0.063 -2.910
H -5.858 -0.068 -0.674
H -4.209 -0.674 -0.442
H -5.174 -1.359 -1.686
H -5.148 0.839 -2.901
H -2.938 1.839 -0.997
H -4.640 2.112 -0.686
H -2.897 4.222 -1.358
H -4.645 4.398 -1.207
H -3.942 4.912 -2.761
H -2.502 -0.289 -2.315
H -2.855 0.540 -3.593
C -1.388 6.625 2.879
C -0.282 5.847 2.211
C -0.776 4.460 1.819
O -0.784 3.610 2.942
C -0.918 2.255 2.586
N 0.191 6.614 1.044
H -1.820 6.128 3.755
H -2.217 6.739 2.178
H -1.100 7.587 3.311
H 0.601 5.763 2.854
H -0.034 4.075 1.101
H -1.760 4.494 1.336
H -1.870 2.009 2.103
H -0.975 1.748 3.554
H -0.060 1.847 2.043
H 0.676 7.452 1.342
H 0.897 6.106 0.518
C 2.981 1.446 -3.346
C 2.060 0.868 -2.267
C 1.889 1.784 -1.043
O 1.301 3.044 -1.284
C -0.087 2.962 -1.548
N 0.855 0.293 -2.882
H 3.963 1.641 -2.905
H 2.589 2.318 -3.869
H 3.184 0.702 -4.119
H 2.592 -0.045 -1.969
H 2.903 2.000 -0.701
H 1.335 1.200 -0.297
H -0.289 2.911 -2.624
H -0.591 3.868 -1.210
H -0.565 2.092 -1.088
H 0.306 -0.188 -2.158
H 0.248 1.061 -3.157
```

Results
HOMO-LUMO gap (eV): 7.170
E_HOMO (eV): -8.07
LUMO energy (Eh): -0.0331
2S+1: 1



It is #ii that is the least stable of them.



#i
Entry from OMol25: one molecule with the formula C3H10N4O (the ωB97M-V functional and the def2-TZVPD basis).

XYZ file:
```
18
Properties=species:S:1:pos:R:3
C -2.128 -0.164 -0.066
C 0.734 -1.756 -0.516
C 1.254 0.577 -0.205
H -2.349 -1.392 0.216
H -2.119 0.353 -1.070
H -3.010 0.496 0.538
H -0.805 -0.016 1.439
H -0.099 -2.600 -0.391
H 1.584 -1.902 -1.219
H 1.107 -2.014 0.579
H 3.026 0.364 0.513
H 1.342 2.302 0.782
H -0.856 1.682 -0.224
N -0.821 0.048 0.368
N 0.114 -0.320 -0.390
N 2.230 -0.173 0.226
N 1.013 2.004 -0.116
O -0.219 2.508 -0.465
```

Results
HOMO-LUMO gap (eV): 9.447
E_HOMO (eV): -8.65
LUMO energy (Eh): 0.0291
2S+1: 1



#ii
Entry from OMol25: a 2-piece molecular cluster, C3H10N4O overall (the ωB97M-V functional and the def2-TZVPD basis).

XYZ file:
```
18
Properties=species:S:1:pos:R:3
N -1.072 -1.434 -1.037
C -1.315 -0.664 -2.181
N -1.540 0.682 -1.876
O -1.340 -1.089 -3.307
H -0.732 -2.341 -1.343
H -0.345 -1.007 -0.473
H -1.919 1.168 -2.667
H -2.107 0.806 -1.060
C 2.677 1.171 2.229
N -0.132 0.979 2.143
C 0.730 -0.058 1.847
N 1.995 -0.064 1.904
H 2.853 1.759 1.324
H 3.652 0.926 2.647
H 2.164 1.816 2.953
H 0.249 1.901 2.135
H -1.019 0.945 1.672
H 0.227 -0.979 1.571
```

Results
HOMO-LUMO gap (eV): 10.042
E_HOMO (eV): -9.49
LUMO energy (Eh): 0.0204
2S+1: 1



It is #i that is the least stable of them.



#i
Entry from OMol25: one molecule with the formula C5H2N2O (the ωB97M-V functional and the def2-TZVPD basis).

XYZ file:
```
10
Properties=species:S:1:pos:R:3
C 1.554 -0.533 -0.113
C 0.987 0.949 -0.206
C -0.338 0.899 -0.048
C -0.574 -0.508 -0.036
C -1.983 -0.736 0.074
H 1.778 1.665 0.395
H -1.217 1.452 0.093
N 0.389 -1.364 -0.222
N -3.176 -0.722 -0.038
O 2.581 -1.100 0.102
```

Results
HOMO-LUMO gap (eV): 8.522
E_HOMO (eV): -10.90
LUMO energy (Eh): -0.0875
2S+1: 1



#ii
Entry from OMol25: one molecule with the formula C5H2N2O (the ωB97M-V functional and the def2-TZVPD basis).

XYZ file:
```
10
Properties=species:S:1:pos:R:3
C -0.833 -0.989 -0.931
C -1.118 -0.106 0.276
C 0.207 0.204 0.748
C 1.148 -0.562 -0.201
C 0.577 1.583 1.239
H -2.021 0.406 0.237
H 2.308 -0.502 -0.146
N 0.528 -1.415 -0.942
N 0.564 2.753 1.753
O -1.360 -1.372 -2.032
```

Results
HOMO-LUMO gap (eV): 8.107
E_HOMO (eV): -10.87
LUMO energy (Eh): -0.1016
2S+1: 1



#iii
Entry from OMol25: a 2-piece molecular cluster, C5H2N2O overall (the ωB97M-V functional and the def2-TZVPD basis).

XYZ file:
```
10
Properties=species:S:1:pos:R:3
C 1.095 0.453 0.376
C 2.240 -0.609 -0.043
C -0.243 0.012 0.125
C -1.396 -0.241 -0.050
C -2.708 -0.284 -0.141
H 1.761 2.696 0.560
H 1.035 0.721 1.376
N 3.136 -1.417 -0.107
N -3.937 -0.355 0.039
O 1.110 1.625 -0.382
```

Results
HOMO-LUMO gap (eV): 8.511
E_HOMO (eV): -10.82
LUMO energy (Eh): -0.0849
2S+1: 1



It is #iii that is the least stable of them.